Entry 1:
64
Properties=species:S:1:pos:R:3 method="wB97M-V/def2-TZVPD" total_charge=+1 homo_lumo_gap_ev=6.529 relative_energy_ev=0.187
C -0.206 -4.986 -0.745
C 1.038 -4.397 -1.345
N 1.038 -3.126 -1.792
B -0.262 -2.238 -1.556
H 0.085 -1.130 -1.055
C 2.147 -2.621 -2.391
C 2.078 -1.274 -3.035
C 3.316 -3.367 -2.465
C 3.342 -4.667 -1.971
C 2.180 -5.175 -1.404
H -0.057 -6.070 -0.662
H -0.403 -4.614 0.271
H -1.104 -4.795 -1.343
H -0.873 -2.078 -2.587
H -0.971 -2.664 -0.669
H 3.093 -0.971 -3.317
H 1.473 -1.288 -3.953
H 1.657 -0.501 -2.391
H 4.175 -2.892 -2.920
H 4.236 -5.274 -2.025
H 2.111 -6.177 -0.983
C 2.464 -0.605 0.936
C 2.623 0.916 0.884
C 3.882 1.342 1.650
C 2.788 1.394 -0.563
C 1.353 1.577 1.413
N 1.395 2.518 2.379
C 0.174 3.192 2.484
C -0.697 2.613 1.544
C -1.885 3.264 1.227
C -2.219 4.441 1.897
C -1.322 5.030 2.801
C -0.109 4.397 3.120
C 0.018 1.509 0.900
C -0.563 0.664 -0.062
C -1.982 0.415 0.002
C -2.690 0.375 1.242
C -4.063 0.562 1.280
C -4.784 0.780 0.092
C -6.202 1.275 0.133
C -4.127 0.565 -1.129
C -2.754 0.372 -1.183
H 1.434 -0.900 0.719
H 3.113 -1.094 0.193
H 2.732 -1.000 1.925
H 4.058 2.422 1.592
H 3.877 1.027 2.698
H 4.745 0.855 1.177
H 2.667 2.490 -0.623
H 3.785 1.126 -0.950
H 2.038 0.934 -1.212
H 2.215 2.727 2.940
H -2.536 2.867 0.453
H -3.175 4.922 1.689
H -1.557 6.003 3.232
H 0.601 4.833 3.824
H -0.014 0.518 -0.990
H -2.124 0.273 2.170
H -4.577 0.597 2.243
H -6.590 1.388 -0.884
H -6.864 0.593 0.681
H -6.276 2.265 0.608
H -4.709 0.592 -2.053
H -2.236 0.267 -2.142

***

Entry 2:
74
Properties=species:S:1:pos:R:3 method="wB97M-V/def2-TZVPD" total_charge=-1 homo_lumo_gap_ev=5.907 relative_energy_ev=0.934
Sn 0.050 0.855 0.375
C 0.593 0.758 -3.206
C 1.825 0.334 -2.469
C 2.954 -0.124 -3.190
C 4.077 -0.522 -2.532
C 4.111 -0.492 -1.119
C 5.202 -0.884 -0.311
Br 6.818 -1.487 -1.111
C 5.114 -0.838 1.051
C 3.935 -0.404 1.673
Br 3.815 -0.444 3.553
C 2.824 -0.001 0.952
O 1.712 0.366 1.515
C 2.945 -0.039 -0.475
N 1.847 0.377 -1.158
H 0.109 -0.118 -3.641
H -0.128 1.216 -2.537
H 0.850 1.447 -4.012
H 2.907 -0.150 -4.271
H 4.945 -0.867 -3.076
H 5.947 -1.149 1.665
Cl 0.173 -2.259 2.849
C 1.307 -3.591 2.699
Cl 2.332 -3.475 1.245
H 0.753 -4.520 2.623
H 1.970 -3.582 3.556
C 1.757 3.704 1.804
C 1.588 3.551 0.294
C 1.753 4.900 -0.403
C 0.222 2.946 -0.045
H 2.735 4.128 2.045
H 1.662 2.751 2.324
H 0.988 4.369 2.204
H 2.378 2.887 -0.077
H 0.976 5.593 -0.070
H 1.672 4.800 -1.488
H 2.723 5.347 -0.173
H 0.003 3.037 -1.113
H -0.573 3.456 0.501
C -1.020 -4.727 0.175
C -0.980 -3.349 -0.481
C -0.629 -3.460 -1.966
C -2.241 -2.538 -0.285
C -3.482 -3.145 -0.198
C -4.644 -2.402 -0.039
C -4.540 -1.021 0.034
C -3.320 -0.365 -0.066
C -3.283 1.148 -0.058
C -3.117 1.688 -1.482
C -4.467 1.816 0.632
C -2.119 -1.116 -0.250
N -0.870 -0.604 -0.478
H -0.036 -5.198 0.102
H -1.733 -5.401 -0.307
H -1.302 -4.643 1.227
H -0.185 -2.767 -0.013
H -1.406 -4.010 -2.505
H 0.325 -3.977 -2.111
H -0.550 -2.461 -2.397
H -3.550 -4.227 -0.244
H -5.609 -2.888 0.032
H -5.445 -0.440 0.170
H -2.413 1.461 0.524
H -4.009 1.460 -2.072
H -2.267 1.210 -1.971
H -2.970 2.772 -1.486
H -5.396 1.680 0.072
H -4.283 2.889 0.718
H -4.606 1.420 1.639
O -0.308 2.296 4.233
Cl -1.358 1.893 3.354
O -2.448 1.313 4.063
O -1.792 2.990 2.534
O -0.816 0.829 2.447

***

Entry 3:
72
Properties=species:S:1:pos:R:3 method="wB97M-V/def2-TZVPD" total_charge=+2 s_squared=6.23 spin_multiplicity=5 homo_lumo_gap_ev="6.439 / 6.527"
Cr 0.287 0.477 -0.540
N 1.932 -3.813 0.896
C 2.070 -2.313 0.728
C 2.153 -1.650 2.095
C 2.226 -0.128 1.940
N 0.916 0.394 1.465
C 3.379 0.279 1.026
C 3.425 -0.476 -0.299
N 2.342 0.002 -1.195
C 3.299 -1.990 -0.106
H 1.032 -4.040 1.329
H 2.675 -4.190 1.492
H 1.976 -4.302 -0.001
H 1.149 -2.029 0.218
H 3.062 -1.983 2.608
H 1.299 -1.917 2.721
H 2.423 0.282 2.930
H 0.762 1.336 1.817
H 0.156 -0.194 1.836
H 4.319 0.108 1.556
H 3.330 1.354 0.828
H 4.388 -0.281 -0.769
H 2.317 -0.548 -2.051
H 2.583 0.946 -1.508
H 4.195 -2.338 0.416
H 3.272 -2.493 -1.078
O 0.073 0.577 -2.609
C -0.842 -0.476 -3.050
C -1.870 -0.645 -1.972
C -3.166 -0.494 -2.308
C -4.401 -0.413 -1.468
C -4.279 0.085 0.657
C -2.766 0.270 0.926
N -1.216 -0.855 -0.734
H -0.372 1.463 -2.694
H -0.232 -1.369 -3.176
H -1.274 -0.194 -4.004
H -3.333 -0.366 -3.372
H -5.272 -0.616 -2.086
H -4.911 0.236 1.527
H -2.531 0.439 1.979
O -0.770 3.020 -2.199
S -0.710 3.245 -0.756
O -1.421 4.361 -0.223
N -1.028 1.868 0.057
C -2.398 1.453 0.056
C -3.392 1.843 -0.733
C -4.551 0.917 -0.608
C -4.420 -1.241 -0.144
C -3.211 -2.009 0.200
C -3.169 -3.328 0.552
C -2.126 -3.773 1.361
C -1.217 -2.799 1.871
N -1.137 -1.564 1.505
C -2.054 -1.073 0.468
C 1.003 3.409 -0.356
C 1.350 3.737 0.956
C 2.680 3.954 1.266
C 3.653 3.850 0.273
C 3.300 3.539 -1.034
C 1.963 3.326 -1.360
H -3.334 2.636 -1.469
H -5.536 1.368 -0.696
H -5.341 -1.800 -0.004
H -4.006 -3.980 0.328
H -2.094 -4.788 1.733
H -0.551 -3.103 2.687
H 0.574 3.866 1.704
H 2.960 4.236 2.273
H 4.691 4.046 0.516
H 4.056 3.508 -1.809
H 1.660 3.138 -2.383

***

Entry 4:
79
Properties=species:S:1:pos:R:3 method="wB97M-V/def2-TZVPD" total_charge=+1 s_squared=0.90 spin_multiplicity=2 homo_lumo_gap_ev="4.967 / 5.140" relative_energy_ev=3.817
Rh 1.911 1.092 -0.156
F 6.004 3.121 1.550
C 5.192 2.493 0.714
F 3.963 3.035 0.858
F 5.579 2.748 -0.532
S 5.020 0.647 1.089
O 3.937 0.240 0.199
O 6.276 0.047 0.854
N 4.587 0.691 2.589
S 3.081 0.656 3.024
O 2.591 -0.612 3.441
O 2.188 1.398 2.136
C 3.182 1.781 4.523
F 2.038 1.792 5.197
F 4.161 1.428 5.337
F 3.419 3.017 4.085
C -0.850 2.674 0.892
C -1.079 1.453 0.040
O -2.225 1.113 -0.319
N -0.035 0.755 -0.324
Te -1.199 -0.985 -1.378
C -2.166 -2.738 -2.434
C -3.301 -2.505 -3.202
C -3.976 -1.175 -3.311
C -3.868 -3.587 -3.873
C -3.304 -4.851 -3.827
C -3.881 -5.994 -4.597
C -2.154 -5.035 -3.067
C -1.558 -3.990 -2.377
C -0.309 -4.223 -1.590
C -1.383 -1.796 0.567
C -0.248 -2.092 1.320
C 1.150 -2.023 0.785
C -0.425 -2.519 2.634
C -1.688 -2.657 3.196
C -1.863 -3.114 4.606
C -2.798 -2.358 2.414
C -2.673 -1.922 1.107
C -3.878 -1.585 0.294
H -1.664 2.792 1.605
H -0.829 3.539 0.233
H 0.108 2.570 1.408
H -3.450 -0.413 -2.727
H -5.001 -1.246 -2.947
H -4.015 -0.859 -4.351
H -4.767 -3.414 -4.447
H -4.784 -5.700 -5.123
H -4.116 -6.819 -3.926
H -3.157 -6.356 -5.325
H -1.700 -6.015 -3.029
H 0.191 -5.134 -1.910
H -0.547 -4.321 -0.530
H 0.373 -3.380 -1.722
H 1.226 -1.383 -0.110
H 1.504 -3.018 0.513
H 1.815 -1.639 1.560
H 0.451 -2.725 3.228
H -0.909 -3.367 5.059
H -2.516 -3.985 4.636
H -2.334 -2.332 5.202
H -3.783 -2.454 2.847
H -4.782 -1.654 0.892
H -3.969 -2.274 -0.545
H -3.793 -0.569 -0.095
C 1.249 6.227 -2.007
C 2.066 5.530 -0.909
C 1.442 5.763 0.480
C 3.524 6.013 -0.924
C 2.056 4.108 -1.112
N 2.037 2.963 -1.249
H 1.142 7.280 -1.762
H 0.253 5.796 -2.087
H 1.743 6.153 -2.973
H 1.628 6.787 0.789
H 1.884 5.092 1.214
H 0.369 5.599 0.452
H 3.543 7.097 -0.844
H 4.025 5.732 -1.847
H 4.069 5.595 -0.081

***

Entry 5:
66
Properties=species:S:1:pos:R:3 method="wB97M-V/def2-TZVPD" total_charge=0 smiles="COCCN(C[C@@H]1CCCN(C2Cc3ccccc3C2)C1)C(=O)c1ccc(C(C)=O)cc1" homo_lumo_gap_ev=8.499 relative_energy_ev=1.546
C 6.192 -3.255 -1.685
H 6.911 -4.060 -1.549
O 4.994 -3.683 -1.093
C 3.960 -2.733 -1.192
C 2.701 -3.354 -0.585
N 1.538 -2.494 -0.640
C 0.569 -2.797 -1.541
O 0.707 -3.657 -2.392
C -0.719 -2.034 -1.441
C -1.587 -2.237 -0.375
C -2.793 -1.568 -0.330
C -3.163 -0.687 -1.347
C -2.306 -0.518 -2.434
C -1.103 -1.194 -2.482
H -0.445 -1.072 -3.330
H -2.569 0.141 -3.246
C -4.463 0.020 -1.213
O -5.150 -0.112 -0.224
C -4.884 0.915 -2.352
H -5.856 1.345 -2.127
H -4.160 1.716 -2.483
H -4.946 0.344 -3.275
H -3.473 -1.716 0.496
H -1.326 -2.932 0.411
C 1.411 -1.433 0.343
H 2.297 -1.472 0.980
H 0.540 -1.624 0.979
C 1.277 -0.021 -0.252
C 2.618 0.609 -0.624
C 2.380 2.019 -1.155
C 1.588 2.842 -0.141
N 0.325 2.185 0.126
C 0.547 0.892 0.738
H -0.418 0.451 0.993
H 1.143 0.964 1.666
C -0.666 3.022 0.777
C -2.068 2.382 0.669
C -2.310 1.782 2.021
C -3.284 0.882 2.406
C -3.307 0.450 3.725
C -2.376 0.914 4.638
C -1.405 1.828 4.254
C -1.380 2.259 2.943
C -0.451 3.241 2.297
H -0.734 4.260 2.575
H 0.589 3.097 2.591
H -0.683 2.195 4.970
H -2.407 0.565 5.660
H -4.062 -0.256 4.040
H -4.017 0.526 1.699
H -2.820 3.146 0.459
H -2.102 1.646 -0.135
H -0.643 3.978 0.245
H 1.387 3.835 -0.552
H 2.194 2.969 0.775
H 1.807 1.964 -2.082
H 3.331 2.512 -1.365
H 3.119 0.009 -1.384
H 3.260 0.655 0.260
H 0.667 -0.068 -1.156
H 2.906 -3.630 0.453
H 2.468 -4.260 -1.150
H 4.244 -1.816 -0.651
H 3.774 -2.472 -2.245
H 6.060 -3.060 -2.756
H 6.570 -2.342 -1.206

***

Entry 6:
72
Properties=species:S:1:pos:R:3 method="wB97M-V/def2-TZVPD" total_charge=-1 homo_lumo_gap_ev="3.339 / 3.338" relative_energy_ev=1.173
Ti 0.206 -0.764 0.616
C 1.492 -2.668 1.241
C 0.839 -2.140 2.392
C 1.793 -1.344 3.080
C 2.995 -1.360 2.370
C 2.811 -2.166 1.221
H 1.092 -3.441 0.608
H -0.093 -2.495 2.798
H 1.591 -0.775 3.977
H 3.880 -0.785 2.608
H 3.552 -2.383 0.464
C 3.370 4.912 2.749
O 2.003 5.076 3.066
C 1.174 4.023 2.767
C -0.164 4.182 3.154
C -1.063 3.175 2.909
C -0.698 1.964 2.275
C -1.657 0.930 2.068
C -3.090 1.043 2.467
O -1.292 -0.190 1.481
C 0.647 1.855 1.855
O 1.055 0.766 1.193
C 1.579 2.874 2.118
H 3.886 5.798 3.108
H 3.518 4.821 1.669
H 3.780 4.027 3.240
H -0.465 5.104 3.641
H -2.097 3.313 3.210
H -3.639 1.780 1.855
H -3.204 1.344 3.515
H -3.574 0.077 2.325
H 2.597 2.715 1.792
C 0.539 1.678 -1.726
N 1.267 0.408 -1.683
C 2.683 0.684 -1.418
C 1.141 -0.230 -3.008
C 2.036 -1.427 -3.282
N 1.822 -2.597 -2.467
C 2.983 -3.460 -2.448
C 0.640 -3.337 -2.858
H 0.946 2.328 -2.515
H 0.631 2.188 -0.773
H -0.516 1.500 -1.932
H 3.146 1.171 -2.290
H 3.226 -0.228 -1.185
H 2.765 1.339 -0.557
H 1.417 0.507 -3.777
H 0.083 -0.461 -3.161
H 3.076 -1.125 -3.152
H 1.922 -1.658 -4.357
H 3.252 -3.835 -3.454
H 2.788 -4.323 -1.806
H 3.846 -2.927 -2.038
H 0.754 -3.773 -3.867
H -0.236 -2.691 -2.860
H 0.445 -4.139 -2.145
O -1.909 -3.682 -0.069
C -1.852 -2.520 -0.382
O -0.697 -1.872 -0.559
C -3.127 -1.742 -0.632
C -4.280 -2.299 -0.105
C -5.495 -1.643 -0.253
C -5.568 -0.437 -0.934
C -4.408 0.097 -1.472
C -3.181 -0.542 -1.324
N -4.497 1.354 -2.195
O -5.590 1.901 -2.254
O -3.481 1.828 -2.672
H -4.207 -3.240 0.423
H -6.395 -2.071 0.169
H -6.497 0.098 -1.062
H -2.299 -0.091 -1.749

***

Entry 7:
68
Properties=species:S:1:pos:R:3 method="wB97M-V/def2-TZVPD" total_charge=+1 s_squared=0.75 spin_multiplicity=2 homo_lumo_gap_ev="7.067 / 7.063" relative_energy_ev=0.000
Yb 0.783 0.410 -0.185
C -3.575 1.543 0.911
C -2.099 1.481 0.718
N -1.422 0.406 0.533
N -2.075 -0.809 0.544
C -1.186 -1.774 0.419
O 0.085 -1.581 0.328
C -1.678 -3.172 0.358
C -3.043 -3.454 0.387
C -3.479 -4.766 0.308
C -2.558 -5.801 0.201
C -1.200 -5.524 0.172
C -0.760 -4.212 0.250
C -1.290 2.734 0.773
C -1.883 3.965 1.014
C -1.077 5.090 1.127
C 0.293 4.952 1.002
C 0.806 3.692 0.739
N 0.044 2.608 0.614
H -3.999 0.545 0.901
H -4.028 2.132 0.110
H -3.821 2.032 1.855
H -3.754 -2.644 0.464
H -4.538 -4.983 0.326
H -2.906 -6.824 0.137
H -0.485 -6.331 0.084
H 0.296 -3.980 0.220
H -2.954 4.044 1.118
H -1.518 6.059 1.317
H 0.963 5.794 1.094
H 1.873 3.546 0.616
C 2.270 0.615 -2.255
C 1.450 1.773 -2.293
C 0.104 1.352 -2.481
C 0.094 -0.064 -2.578
C 1.431 -0.520 -2.430
C 1.892 -1.948 -2.487
C -1.110 -0.924 -2.835
C -1.085 2.250 -2.656
C 1.924 3.196 -2.308
C 3.766 0.577 -2.124
H 2.149 -2.240 -3.508
H 1.125 -2.634 -2.129
H 2.784 -2.112 -1.879
H -1.329 -0.973 -3.905
H -2.005 -0.544 -2.338
H -0.957 -1.946 -2.489
H -1.223 2.528 -3.704
H -0.984 3.180 -2.093
H -2.008 1.763 -2.336
H 2.138 3.521 -3.329
H 2.841 3.341 -1.735
H 1.173 3.883 -1.916
H 4.106 -0.178 -1.411
H 4.168 1.537 -1.799
H 4.239 0.340 -3.079
C 2.708 -1.443 4.627
N 2.022 -0.814 3.504
C 0.568 -0.912 3.506
C 2.698 -0.225 2.543
O 2.203 0.306 1.530
H 2.483 -2.509 4.640
H 2.373 -0.994 5.561
H 3.782 -1.308 4.526
H 0.189 -0.502 4.442
H 0.271 -1.957 3.419
H 0.154 -0.359 2.669
H 3.784 -0.228 2.673